No. 1
# C26H52Cl4O16

A 8-piece molecular cluster, C26H52Cl4O16 overall (ωB97M-V/def2-TZVPD, the Open Molecules 2025 dataset).

Geometry (Å):
C 5.03 -3.04 -0.29
C 4.45 -4.39 -0.71
O 5.13 -5.49 -0.13
C 5.04 -5.92 1.11
O 4.37 -5.42 2.02
O 5.66 -7.10 1.24
C 5.50 -7.97 2.33
H 5.25 -3.04 0.77
H 4.51 -2.11 -0.49
H 5.94 -2.93 -0.88
H 4.62 -4.57 -1.77
H 3.40 -4.34 -0.39
H 6.09 -8.88 2.36
H 4.47 -8.32 2.22
H 5.73 -7.40 3.24
C -0.64 4.79 1.92
C -1.20 4.37 3.23
O -1.16 2.96 3.32
C -1.62 2.36 4.44
O -2.00 2.99 5.43
O -1.31 1.07 4.28
C -1.82 0.09 5.20
H -1.15 4.22 1.14
H 0.43 4.61 1.88
H -0.76 5.86 1.73
H -2.18 4.84 3.24
H -0.56 4.76 4.02
H -2.85 -0.18 4.94
H -1.84 0.36 6.26
H -1.27 -0.85 5.19
C 1.18 -3.05 2.63
C -0.07 -2.20 2.18
O -1.28 -2.70 2.82
C -2.48 -2.17 2.46
O -2.67 -1.35 1.55
O -3.38 -2.60 3.30
C -4.73 -2.16 3.19
H 1.42 -2.86 3.67
H 2.03 -2.87 1.97
H 0.86 -4.09 2.62
H -0.08 -2.15 1.09
H 0.06 -1.17 2.52
H -4.93 -1.09 3.26
H -5.28 -2.69 3.97
H -5.11 -2.55 2.24
C 0.00 2.45 -4.99
C -0.54 1.40 -4.00
O -1.92 1.61 -3.73
C -2.64 0.77 -3.02
O -2.39 -0.39 -2.83
O -3.81 1.37 -2.66
C -4.85 0.50 -2.20
H -0.25 3.41 -4.54
H -0.52 2.41 -5.95
H 1.07 2.52 -5.16
H 0.05 1.28 -3.09
H -0.49 0.45 -4.53
H -5.65 1.14 -1.85
H -4.49 -0.16 -1.41
H -5.31 -0.06 -3.02
C 1.09 -3.03 -2.19
C 1.65 -1.83 -1.51
O 0.59 -1.00 -1.03
C 0.90 0.21 -0.49
C -0.35 1.02 -0.08
O 2.06 0.62 -0.28
H 0.30 -3.58 -1.68
H 1.93 -3.68 -2.42
H 0.66 -2.85 -3.17
H 2.28 -2.20 -0.70
H 2.25 -1.20 -2.16
H -0.82 1.46 -0.96
H 0.01 1.75 0.65
H -1.09 0.42 0.44
C 1.97 4.23 -0.53
C 1.22 4.87 -1.68
O 2.10 5.56 -2.53
C 1.61 6.11 -3.65
C 2.61 6.92 -4.48
O 0.42 5.93 -4.07
H 2.31 5.03 0.12
H 2.83 3.65 -0.89
H 1.35 3.58 0.07
H 0.73 4.06 -2.23
H 0.40 5.46 -1.26
H 2.37 6.90 -5.55
H 3.61 6.51 -4.33
H 2.74 7.97 -4.20
Cl -3.47 3.29 0.56
C -3.95 1.73 1.22
Cl -5.74 1.45 1.16
H -3.48 0.94 0.63
H -3.51 1.59 2.21
Cl -3.95 -2.92 -3.26
C -3.33 -3.15 -1.57
Cl -2.83 -4.83 -1.22
H -2.47 -2.48 -1.46
H -4.06 -2.87 -0.81

For the molar mass, the calculation gives 762.50 u. Its HOMO-LUMO gap is 10.79 eV. The LUMO energy is 0.0177 Eh. As for the SMILES: CCOC(=O)OC.CCOC(=O)OC.CCOC(=O)OC.CCOC(=O)OC.CCOC(C)=O.CCOC(C)=O.ClCCl.ClCCl. The relative energy (zero: lowest compared OMol25 entry of this formula, charge and spin) is 1.4823 eV. Its spin multiplicity is 1. As for the total charge: 0. As for the total energy: -4066.47287 a.u. The value obtained for the HOMO energy is -10.3 eV.

---

No. 2
# C26H52ClIN3O6S

A 2-piece molecular cluster, C26H52ClIN3O6S overall (ωB97M-V/def2-TZVPD, the Open Molecules 2025 dataset).

Geometry (Å):
C 2.61 -4.61 1.81
C 3.61 -3.47 2.53
C 3.14 -1.94 2.18
O 3.68 -1.43 0.88
C 4.69 -0.43 1.25
C 4.40 1.10 1.75
C 3.02 1.97 1.94
C 1.66 1.23 1.33
C 1.76 0.89 -0.27
C 0.53 1.49 -1.18
C -0.06 0.29 -2.15
C -1.46 -0.38 -1.64
C -2.64 0.71 -1.25
C -4.17 0.18 -1.50
C -5.03 0.05 -0.09
C -6.13 1.26 0.12
C -7.47 0.81 0.98
C -7.48 1.40 2.52
O -7.67 2.88 2.59
C -7.97 3.29 3.99
N 5.79 1.60 2.02
C 6.36 2.89 2.55
C 5.51 4.24 2.22
C 5.41 4.65 0.64
S 4.93 6.50 0.49
O 5.37 7.06 -0.92
O 5.63 7.40 1.54
O 3.22 6.74 0.72
C 6.80 0.50 1.72
Cl 8.65 0.44 1.84
N 6.17 -0.79 1.23
I 7.12 -2.57 0.73
H 2.95 -5.69 2.10
H 1.50 -4.43 2.17
H 2.66 -4.42 0.66
H 4.72 -3.72 2.27
H 3.50 -3.68 3.71
H 3.37 -1.22 3.08
H 1.95 -1.95 2.09
H 3.14 2.96 1.30
H 2.86 2.37 3.06
H 1.41 0.23 1.90
H 0.75 1.95 1.51
H 2.82 1.26 -0.66
H 1.69 -0.30 -0.37
H -0.29 2.07 -0.58
H 1.02 2.29 -1.92
H -0.26 0.69 -3.26
H 0.71 -0.61 -2.30
H -1.27 -1.16 -0.76
H -1.88 -1.01 -2.55
H -2.51 0.93 -0.10
H -2.43 1.69 -1.87
H -4.74 1.01 -2.14
H -4.23 -0.84 -2.10
H -5.62 -0.96 -0.04
H -4.31 0.09 0.84
H -6.53 1.64 -0.93
H -5.63 2.17 0.67
H -8.46 1.19 0.47
H -7.52 -0.37 1.02
H -8.41 0.93 3.10
H -6.48 1.11 3.08
H -8.99 3.92 3.94
H -8.18 2.40 4.71
H -7.15 3.99 4.45
H 6.61 2.76 3.71
H 7.44 3.03 2.04
H 4.46 4.21 2.78
H 6.09 5.14 2.76
H 6.45 4.53 0.13
H 4.54 4.08 0.05
H 2.97 6.09 1.45
C -1.68 -5.60 -5.43
C -0.93 -4.37 -4.94
C -0.77 -4.31 -3.40
O -1.96 -3.91 -2.70
C -2.90 -4.96 -2.50
N -1.59 -3.16 -5.46
H -2.76 -5.53 -5.27
H -1.53 -5.74 -6.51
H -1.32 -6.51 -4.93
H 0.08 -4.42 -5.36
H -0.02 -3.54 -3.17
H -0.38 -5.25 -3.00
H -2.41 -5.92 -2.32
H -3.58 -5.02 -3.35
H -3.49 -4.71 -1.61
H -1.03 -2.35 -5.21
H -2.45 -3.04 -4.92

For the molar mass, the calculation gives 697.14 u. Its HOMO-LUMO gap is 5.65 eV. The LUMO energy is -0.1874 Eh. Its spin multiplicity is 1. As for the total charge: +1. As for the total energy: -2792.77118 a.u. The value obtained for the HOMO energy is -10.8 eV.

---

No. 3
# C26H52F5NO8PS3

A 4-piece molecular cluster, C26H52F5NO8PS3 overall (ωB97M-V/def2-TZVPD, the Open Molecules 2025 dataset).

Geometry (Å):
C 0.12 -0.70 -6.19
C -0.62 -1.04 -4.89
C -0.94 -2.54 -4.89
C -1.88 -0.14 -4.76
C -2.13 0.43 -3.35
C -3.13 1.59 -3.40
C -2.60 -0.64 -2.32
O -1.83 -0.62 -1.16
P -1.27 -2.13 -0.46
C -3.09 -2.61 -0.03
C -3.24 -3.95 0.66
F -2.89 -5.00 -0.23
C 0.58 -1.75 -0.93
C 1.09 -0.35 -1.28
C 1.74 0.41 -0.15
N 1.35 1.78 0.03
O 2.65 -0.06 0.50
C -1.10 -1.16 1.26
F -1.83 -1.78 2.28
F 0.20 -1.15 1.71
C -1.57 0.30 1.27
F -1.21 0.91 2.46
F -2.92 0.36 1.24
H -0.58 -0.79 -7.03
H 0.96 -1.38 -6.36
H 0.49 0.33 -6.18
H 0.04 -0.80 -4.05
H -0.01 -3.11 -4.75
H -1.34 -2.82 -5.87
H -1.63 -2.84 -4.10
H -2.77 -0.68 -5.11
H -1.76 0.72 -5.43
H -1.18 0.84 -3.00
H -2.88 2.30 -4.20
H -3.11 2.14 -2.46
H -4.15 1.23 -3.54
H -3.65 -0.43 -2.08
H -2.59 -1.63 -2.79
H -1.41 -2.85 -1.71
H -0.78 -3.33 0.20
H -3.60 -1.85 0.56
H -3.65 -2.69 -0.97
H -2.60 -4.05 1.53
H -4.29 -4.15 0.94
H 1.28 -2.19 -0.20
H 0.72 -2.35 -1.84
H 1.97 -0.47 -1.93
H 0.40 0.27 -1.83
H 0.70 1.85 0.81
H 2.19 2.27 0.35
H -1.15 0.90 0.47
C 5.68 -2.52 -1.09
C 5.96 -1.17 -1.75
C 5.71 -1.34 -3.26
S 4.47 -2.63 -3.42
O 5.07 -3.76 -4.10
O 3.24 -2.06 -3.89
C 4.35 -3.00 -1.67
H 5.62 -2.43 0.00
H 6.47 -3.24 -1.33
H 5.28 -0.42 -1.35
H 6.98 -0.83 -1.56
H 5.32 -0.44 -3.72
H 6.60 -1.67 -3.79
H 4.16 -4.06 -1.54
H 3.51 -2.41 -1.27
C -4.16 0.46 4.20
C -4.57 1.24 5.45
C -5.76 0.51 6.08
S -5.56 -1.23 5.63
O -6.68 -1.60 4.79
O -5.26 -2.00 6.81
C -4.10 -1.01 4.62
H -3.20 0.78 3.80
H -4.90 0.59 3.41
H -3.73 1.27 6.16
H -4.83 2.27 5.22
H -5.78 0.57 7.17
H -6.71 0.84 5.67
H -4.14 -1.71 3.79
H -3.24 -1.22 5.25
C 4.00 4.66 4.36
C 4.23 6.10 3.88
C 3.98 6.12 2.37
S 2.80 4.81 2.04
O 3.45 3.80 1.24
O 1.54 5.36 1.63
C 2.70 4.21 3.72
H 3.96 4.60 5.45
H 4.82 4.02 4.02
H 3.52 6.77 4.38
H 5.23 6.45 4.12
H 3.56 7.06 2.01
H 4.88 5.89 1.80
H 2.56 3.13 3.70
H 1.83 4.68 4.18

For the molar mass, the calculation gives 728.87 u. Its HOMO-LUMO gap is 6.44 eV. The LUMO energy is 0.0657 Eh. Its spin multiplicity is 1. As for the total charge: -1. As for the total energy: -3713.78163 a.u. The value obtained for the HOMO energy is -4.7 eV.

---

No. 4
# C26H52O10S

A 7-piece molecular cluster, C26H52O10S overall (ωB97M-V/def2-TZVPD, the Open Molecules 2025 dataset).

Geometry (Å):
O -4.89 2.93 -0.47
S -3.49 3.21 -0.37
O -2.54 2.09 -0.32
O -3.12 4.06 -1.73
C -2.13 5.03 -1.42
C -2.37 5.59 0.03
O -3.13 4.51 0.71
H -1.24 4.42 -1.46
H -2.16 5.85 -2.13
H -2.93 6.52 0.16
H -1.43 5.66 0.57
C -0.40 -0.04 0.45
C 0.68 -0.98 -0.01
C 0.94 -1.83 1.22
O 0.71 -0.89 2.29
C -0.38 -0.16 1.98
H -1.38 -0.22 0.00
H -0.16 0.91 -0.02
H 1.51 -0.41 -0.42
H 0.34 -1.60 -0.84
H 1.97 -2.19 1.20
H 0.34 -2.69 1.51
H -0.24 0.82 2.45
H -1.16 -0.78 2.40
C 4.01 -2.08 4.39
C 4.65 -3.22 5.20
C 4.00 -2.97 6.66
O 3.43 -1.67 6.65
C 3.96 -1.01 5.54
H 3.08 -2.42 3.94
H 4.69 -1.76 3.60
H 5.73 -3.26 5.14
H 4.45 -4.26 4.96
H 4.79 -3.04 7.41
H 3.35 -3.80 6.92
H 4.90 -0.49 5.75
H 3.35 -0.12 5.44
C -2.60 3.15 3.70
C -3.83 2.73 4.43
C -4.00 3.72 5.56
O -3.23 4.82 5.14
C -2.54 4.67 3.92
H -2.50 2.86 2.65
H -1.86 2.56 4.24
H -3.91 1.65 4.57
H -4.64 2.95 3.73
H -3.57 3.16 6.39
H -5.05 4.01 5.63
H -1.55 5.10 4.06
H -3.03 5.28 3.17
C -2.45 1.27 -3.89
C -3.73 1.77 -4.54
C -4.90 0.96 -3.95
O -4.41 0.00 -3.04
C -2.93 -0.02 -3.17
H -1.91 1.90 -3.19
H -1.73 0.99 -4.65
H -3.66 1.64 -5.62
H -3.82 2.84 -4.33
H -5.45 0.49 -4.77
H -5.64 1.62 -3.48
H -2.72 -0.89 -3.79
H -2.35 -0.11 -2.26
C 4.55 0.38 -3.54
C 3.55 -0.65 -2.98
C 2.26 -0.39 -3.80
O 2.61 0.72 -4.67
C 4.03 0.88 -4.83
H 5.46 -0.20 -3.71
H 4.77 1.18 -2.84
H 3.40 -0.41 -1.93
H 3.81 -1.71 -3.01
H 1.61 0.05 -3.04
H 1.75 -1.28 -4.17
H 4.22 1.93 -5.01
H 4.35 0.22 -5.64
C 1.12 -5.52 -1.62
C 0.97 -4.30 -2.50
C 1.17 -4.79 -3.87
O 0.60 -6.14 -3.84
C 0.96 -6.69 -2.58
H 0.25 -5.54 -0.95
H 2.05 -5.62 -1.06
H 1.55 -3.44 -2.18
H -0.03 -3.90 -2.36
H 2.25 -4.77 -4.04
H 0.81 -4.23 -4.73
H 1.93 -7.15 -2.72
H 0.30 -7.51 -2.28

For the molar mass, the calculation gives 556.76 u. Its HOMO-LUMO gap is 9.64 eV. The LUMO energy is 0.0112 Eh. As for the SMILES: O=S1(=O)OCCO1.C1CCOC1.C1CCOC1.C1CCOC1.C1CCOC1.C1CCOC1.C1CCOC1. The relative energy (zero: lowest compared OMol25 entry of this formula, charge and spin) is 3.2381 eV. Its spin multiplicity is 1. As for the total charge: 0. As for the total energy: -2172.17687 a.u. The value obtained for the HOMO energy is -9.3 eV.

---

No. 5
# C26H54AsCuF6N4O9

C26H54AsCuF6N4O9 as an isolated structure (ωB97M-V/def2-TZVPD, the Open Molecules 2025 dataset).

Geometry (Å):
Cu 2.42 -0.80 3.88
As -1.44 -0.11 3.16
F -1.99 0.38 4.82
F -3.07 0.40 2.56
F -0.96 -0.64 1.51
F 0.13 -0.61 3.84
F -1.98 -1.80 3.43
F -0.81 1.50 2.67
C -1.93 2.39 0.34
C -2.62 3.18 -0.66
N -3.11 3.83 -1.54
H -2.16 2.63 1.38
H -0.89 2.72 0.22
H -1.93 1.31 0.20
C -5.30 1.68 3.22
C -6.02 0.52 2.74
N -6.57 -0.43 2.44
H -4.89 2.25 2.39
H -4.47 1.39 3.85
H -5.94 2.42 3.71
C 2.11 3.93 5.48
C 1.80 2.54 5.10
N 1.71 1.40 4.78
H 1.81 4.57 4.64
H 3.18 4.00 5.65
H 1.54 4.26 6.35
C 2.56 1.10 -0.57
C 2.20 0.58 0.69
N 1.94 0.13 1.73
H 1.82 0.90 -1.35
H 3.32 0.39 -0.89
H 2.94 2.10 -0.38
C -3.73 -1.39 -0.56
O -4.20 -0.19 -1.15
C -4.03 -0.15 -2.59
C -4.55 1.21 -3.20
O -4.31 1.13 -4.54
C -4.11 2.36 -5.29
C -3.90 1.84 -6.72
O -4.37 2.82 -7.63
C -4.23 2.42 -9.03
H -4.42 -2.16 -0.89
H -3.92 -1.31 0.51
H -2.68 -1.67 -0.69
H -4.69 -0.83 -3.11
H -3.05 -0.45 -2.96
H -3.99 1.97 -2.66
H -5.59 1.42 -2.96
H -3.33 2.99 -4.87
H -5.04 2.91 -5.19
H -4.38 0.87 -6.89
H -2.85 1.58 -6.84
H -4.61 3.19 -9.71
H -4.88 1.55 -9.08
H -3.17 2.18 -9.06
C 3.61 -2.38 1.43
O 2.53 -2.42 2.33
C 1.75 -3.60 2.24
C 0.61 -3.65 3.26
O 1.11 -2.95 4.38
C 0.41 -2.93 5.55
C 1.40 -2.38 6.59
O 2.22 -1.29 6.05
C 3.25 -0.76 6.93
H 4.17 -1.45 1.49
H 3.37 -2.73 0.43
H 4.37 -3.04 1.85
H 2.47 -4.40 2.42
H 1.43 -3.75 1.21
H 0.28 -4.66 3.49
H -0.25 -3.27 2.71
H 0.24 -4.00 5.71
H -0.51 -2.34 5.48
H 2.07 -3.12 7.03
H 0.84 -2.00 7.45
H 3.81 0.05 6.45
H 4.03 -1.45 7.24
H 2.78 -0.31 7.81
C 4.07 2.76 -4.19
O 4.61 1.62 -3.53
C 5.09 0.43 -4.22
C 5.30 -0.64 -3.17
O 4.11 -1.11 -2.46
C 3.29 -2.06 -3.10
C 1.82 -2.00 -2.63
O 1.84 -2.04 -1.21
C 0.43 -2.07 -0.75
H 3.14 3.17 -3.80
H 3.61 2.33 -5.08
H 4.79 3.51 -4.55
H 6.01 0.58 -4.77
H 4.46 0.15 -5.07
H 5.90 -0.13 -2.42
H 5.94 -1.43 -3.57
H 3.82 -3.02 -3.07
H 3.16 -1.72 -4.12
H 1.32 -2.80 -3.17
H 1.42 -1.02 -2.91
H 0.05 -2.95 -1.26
H 0.02 -1.11 -1.07
H 0.46 -2.03 0.34

For the molar mass, the calculation gives 819.19 u. Its HOMO-LUMO gap (alpha / beta) is 5.58 / 7.26 eV. The LUMO energy (alpha / beta) is 0.0119 / -0.0653 Eh. Its spin multiplicity is 3. As for the total charge: 0. As for the total energy: -6394.37352 a.u. The value obtained for the HOMO energy (alpha / beta) is -5.3 / -9.0 eV.

---

Among the records above, which one has the lowest total energy? C26H54AsCuF6N4O9